(1)
This record from OMol25 describes C23H39N2SV as an isolated structure in a non-equilibrium geometry. The level of theory is ωB97M-V/def2-TZVPD.

Positions of all 66 atoms, in Å:
V  0.1993  -0.2973  -0.6435
C  -1.1927  0.7018  0.4172
C  -1.1479  -0.6900  0.8123
C  -2.4895  -1.2466  0.3156
C  -3.2845  -0.1899  -0.1117
C  -2.5287  0.9626  -0.1731
C  -2.9485  2.2836  -0.7095
C  -3.5811  3.0108  0.5086
C  -1.7516  3.0925  -1.2228
C  -3.9958  2.1208  -1.8201
C  -2.9822  -2.6615  0.1306
C  -3.6412  -2.7736  -1.2644
C  -1.9221  -3.7605  0.2215
C  -4.0915  -2.8922  1.1928
C  -0.2914  -1.1368  2.0327
C  0.7193  -2.2067  1.5763
C  -1.1534  -1.6287  3.1950
C  0.5259  0.0579  2.5432
H  -0.7267  1.4925  0.9908
H  -4.2689  -0.2998  -0.5376
H  -2.8624  3.1503  1.3215
H  -4.4470  2.4675  0.8923
H  -3.9116  3.9968  0.1751
H  -1.0618  3.3643  -0.4193
H  -2.1086  4.0199  -1.6714
H  -1.2028  2.5495  -1.9928
H  -4.9008  1.6248  -1.4607
H  -3.5979  1.5533  -2.6670
H  -4.2860  3.1086  -2.1808
H  -2.9252  -2.5675  -2.0626
H  -4.4989  -2.1107  -1.3821
H  -3.9977  -3.7962  -1.3863
H  -1.0937  -3.5779  -0.4628
H  -2.3780  -4.7036  -0.0773
H  -1.5374  -3.9052  1.2259
H  -4.9209  -2.1965  1.0602
H  -3.7224  -2.7991  2.2130
H  -4.4731  -3.9063  1.0607
H  0.2545  -3.1310  1.2580
H  1.4235  -2.4346  2.3777
H  1.3483  -1.8523  0.7388
H  -1.6365  -2.5777  2.9850
H  -1.9230  -0.8937  3.4464
H  -0.5263  -1.7682  4.0797
H  1.1664  0.5076  1.7739
H  1.1875  -0.2857  3.3393
H  -0.1107  0.8436  2.9548
N  2.0417  0.0749  -0.8071
C  3.2098  0.2170  -0.9003
N  4.4465  0.4113  -1.0774
C  5.4277  0.3900  0.0694
C  6.1224  1.7376  0.1457
C  6.7587  2.1081  -1.1982
C  5.7206  2.1140  -2.3246
C  5.0075  0.7781  -2.4301
H  6.1340  -0.4055  -0.1590
H  4.8946  0.1295  0.9779
H  6.8708  1.6841  0.9367
H  5.3936  2.4999  0.4384
H  7.5544  1.3933  -1.4360
H  7.2288  3.0872  -1.1268
H  6.1893  2.3121  -3.2895
H  4.9834  2.9044  -2.1547
H  5.6965  -0.0206  -2.6951
H  4.1942  0.7867  -3.1482
S  -0.5787  -0.8208  -2.4146

Computed properties:
Lowest unoccupied orbital energy ... -7.895 eV
Gap between HOMO and LUMO ... 7.55 eV
E_HOMO ... -15.448 eV
Charge ... +2
Molecular weight ... 426.6 g mol⁻¹



(2)
This record from OMol25 describes an isolated ion of composition C5H12NO2 and charge -1 in a non-equilibrium geometry. The level of theory is ωB97M-V/def2-TZVPD.

Positions of all 20 atoms, in Å:
O  -1.2336  -1.4974  2.0978
C  -2.3402  -1.3536  1.3246
C  -1.9513  -0.3265  0.1868
N  -0.5628  -0.3012  -0.4949
C  0.6383  -0.1450  0.4118
C  1.8970  -0.0385  -0.5230
C  2.0279  1.4303  -1.2231
O  1.5745  2.4773  -0.3141
H  -3.3172  -0.9918  1.7459
H  -2.4747  -2.2991  0.7890
H  -2.6273  -0.6368  -0.6350
H  -2.2364  0.6646  0.6420
H  -0.4623  -1.2616  -0.8937
H  0.6950  -0.8784  1.2209
H  0.5420  0.9000  0.8674
H  2.8399  -0.2882  -0.0828
H  1.8159  -0.8395  -1.2445
H  1.5588  1.4373  -2.1298
H  3.0621  1.5861  -1.3510
H  0.5545  2.3618  -0.3942

Computed properties:
Lowest unoccupied orbital energy ... 3.668 eV
Gap between HOMO and LUMO ... 5.85 eV
Structure (SMILES) ... [O-]CCNCCCO
E_HOMO ... -2.183 eV
Charge ... -1
Energy relative to the best compared isomer or geometry (same formula, charge and spin) ... 4.4662 eV
Molecular weight ... 118.2 g mol⁻¹



(3)
This record from OMol25 describes a 2-piece molecular cluster, C3H3ClO overall in a non-equilibrium geometry. The level of theory is ωB97M-V/def2-TZVPD.

Positions of all 8 atoms, in Å:
C  -1.8259  -0.6420  0.5721
C  -2.2765  -0.3313  -0.4880
C  1.6577  0.4731  0.0169
O  2.6078  1.3031  0.0911
Cl  2.1650  -1.1712  -0.0193
H  -1.4589  -0.9315  1.5103
H  -2.6367  -0.0663  -1.4381
H  3.5346  0.9792  0.1245

Computed properties:
2S+1 ... 3
Lowest unoccupied orbital energy (alpha / beta) ... 0.744 / -1.606 eV
Gap between HOMO and LUMO (alpha / beta) ... 7.80 / 9.07 eV
<S²> ... 2.00
E_HOMO (alpha / beta) ... -7.055 / -10.672 eV
Energy relative to the best compared isomer or geometry (same formula, charge and spin) ... 1.3871 eV
Molecular weight ... 90.5 g mol⁻¹



- molecular weight of number 3 (C3H3ClO)?
  90.5 g mol⁻¹